1.
Computed, not measured: an isolated ion of composition C4H6N3O4 and charge +1 in a non-equilibrium geometry, with ωB97M-V with the def2-TZVPD basis set.

Results
E_HOMO   -15.30 eV
Net charge   +1
ΔE to the lowest compared entry with this formula, charge and spin   115.74 kcal/mol
DFT total energy   -16894.795 eV
SMILES   O=C1NC=[NH+][C@@H](O)[C@@H]1[N+](=O)[O-]
Frontier orbital gap   10.00 eV

Structure (XYZ):
```
17
Properties=species:S:1:pos:R:3:forces:R:3
O 0.81961 1.24318 -2.26485 -1.692 -0.210 2.495
C 0.35009 0.86092 -1.20267 3.167 -2.347 -2.137
N -0.37885 1.66224 -0.33141 0.527 1.546 -0.929
C -0.99274 1.21767 0.76806 0.232 -1.280 -1.748
N -1.09480 -0.07020 0.98280 0.088 1.285 -0.910
C -0.42502 -1.12352 0.17363 0.900 -0.597 0.195
O -1.19945 -1.64190 -0.85740 0.147 0.300 -0.106
C 0.80120 -0.54482 -0.60632 -2.546 3.175 1.703
N 1.88023 -0.23657 0.42752 0.273 -1.754 -1.396
O 2.93908 -0.77965 0.21650 -0.260 0.688 0.469
O 1.52776 0.40590 1.38581 0.488 0.491 0.468
H -0.17485 2.61507 -0.71366 -1.150 -0.296 1.473
H -1.54154 1.81145 1.45433 -0.049 1.149 0.256
H -1.71677 -0.22112 1.74463 -0.182 -1.225 0.670
H 0.08137 -1.76230 0.93735 -1.210 -0.468 -0.550
H -1.98868 -2.20900 -0.77812 0.594 0.273 1.000
H 1.11336 -1.22734 -1.33621 0.672 -0.730 -0.952
```
Positions in Å, forces in eV/Å.

***

2.
Computed, not measured: a 2-piece molecular cluster, C3H10NO2 overall in a non-equilibrium geometry, with ωB97M-V with the def2-TZVPD basis set.

Results
E_HOMO   -3.15 eV
Net charge   -1
ΔE to the lowest compared entry with this formula, charge and spin   10.95 kcal/mol
DFT total energy   -8858.319 eV
Frontier orbital gap   7.22 eV

Structure (XYZ):
```
16
Properties=species:S:1:pos:R:3:forces:R:3
C -1.04170 -0.20962 0.36096 0.465 0.930 -0.042
N -0.85566 -0.00010 -1.06878 0.317 -0.492 -0.391
C 0.56262 0.44338 -1.46927 -0.674 0.266 0.279
O 1.56681 -0.11727 -0.82275 0.241 -0.182 0.233
C -2.52172 -0.00210 0.73704 0.771 -0.860 0.440
H -0.38993 0.53387 0.84169 -0.387 0.247 -0.029
H -0.61743 -1.13716 0.76421 -0.284 -0.257 -0.224
H -0.99533 -0.88094 -1.55589 -0.054 -0.052 0.143
H 0.52963 0.24746 -2.56613 0.118 0.017 -0.107
H 0.49028 1.56074 -1.37178 0.149 -0.083 0.120
H -2.96752 0.65237 -0.00267 -0.188 0.165 0.116
H -3.01650 -0.97916 0.73806 -0.258 0.148 -0.206
H -2.61202 0.37589 1.75972 -0.137 0.196 -0.101
H 1.27368 0.15487 2.10296 0.174 -0.093 0.226
H 2.09967 -0.03493 0.89114 0.016 -0.172 -0.399
O 2.18247 -0.07905 1.88004 -0.269 0.222 -0.058
```
Positions in Å, forces in eV/Å.

***

3.
Computed, not measured: a single CH2N2S2 molecule in a non-equilibrium geometry, with ωB97M-V with the def2-TZVPD basis set.

Results
E_HOMO   -9.42 eV
ΔE to the lowest compared entry with this formula, charge and spin   17.80 kcal/mol
DFT total energy   -25718.440 eV
SMILES   N#CSSN
Frontier orbital gap   7.65 eV

Structure (XYZ):
```
7
Properties=species:S:1:pos:R:3:forces:R:3
N -0.79170 1.68331 0.13680 0.986 1.956 -0.229
C -1.30380 0.66441 0.18941 -1.122 -2.064 0.310
S -1.88562 -0.88863 0.32920 1.142 -0.660 -0.519
S 0.48882 -1.74394 -0.35271 -1.794 0.485 0.896
N 1.21917 -0.35085 -0.14846 -0.037 3.167 -2.231
H 1.28263 0.19636 0.69877 0.168 -0.912 0.901
H 0.99051 0.43934 -0.85302 0.656 -1.972 0.873
```
Positions in Å, forces in eV/Å.

***

4.
Computed, not measured: C25H30Cl2N8Sr as an isolated structure in a non-equilibrium geometry, with ωB97M-V with the def2-TZVPD basis set.

Results
E_HOMO (alpha / beta)   2.02 / -0.80 eV
Net charge   -2
DFT total energy   -64208.803 eV
Frontier orbital gap (alpha / beta)   2.31 / 5.13 eV

Structure (XYZ):
```
66
Properties=species:S:1:pos:R:3:forces:R:3
Sr 0.00000 0.00000 0.00000 -0.290 1.535 0.591
C 3.55518 -0.84579 -0.42923 -0.544 0.260 0.031
N 2.41709 -0.01064 -0.90245 1.511 0.892 -1.358
C 2.02421 -0.43154 -2.26465 0.123 0.021 -0.002
C 0.96125 0.40901 -2.96296 -0.336 1.023 0.368
C 0.72353 0.21557 -4.32446 -0.187 0.263 -0.200
C -0.20624 1.02610 -4.97176 0.183 -0.256 0.217
C -0.88406 1.99741 -4.24615 0.291 -0.270 -0.121
C -0.60026 2.11877 -2.89774 0.395 -0.218 0.361
N 0.30737 1.35771 -2.25220 0.198 -0.770 -1.650
C 2.91219 1.39115 -0.90110 0.217 0.909 0.301
C 2.84894 1.97476 0.49102 1.786 0.359 0.275
C 3.91247 2.69036 1.03553 -0.767 -1.019 -1.105
C 3.80371 3.15435 2.34392 1.515 1.219 0.631
C 2.64114 2.89912 3.06191 -1.675 -0.768 -0.084
C 1.62817 2.19359 2.43536 0.380 0.806 1.352
N 1.70683 1.73585 1.17029 -0.605 -1.005 -1.043
C 3.02349 -2.01247 0.31606 -0.971 -0.065 -0.071
C 3.81940 -2.95677 0.95295 -0.264 -0.386 0.225
C 3.18933 -3.96294 1.67830 0.060 0.194 -0.117
C 1.80072 -3.98669 1.74275 0.130 0.048 -0.116
C 1.09873 -2.99951 1.06941 0.118 0.204 -0.430
N 1.68686 -2.01962 0.35366 0.228 -1.902 1.049
H 4.19304 -0.30227 0.27961 -0.281 0.435 -0.223
H 4.20322 -1.17141 -1.25259 0.000 0.086 -0.163
H 1.64179 -1.45907 -2.23762 0.044 0.019 0.179
H 2.90888 -0.42870 -2.91698 0.079 -0.047 -0.145
H 1.26329 -0.54517 -4.87847 -0.020 -0.012 0.094
H -0.39851 0.90059 -6.03309 0.028 -0.058 0.059
H -1.61594 2.64297 -4.71680 0.033 0.007 0.055
H -1.10288 2.85541 -2.27823 0.276 -0.762 -0.145
H 2.33996 2.08042 -1.52427 -0.391 -0.649 -0.174
H 3.93595 1.43912 -1.29889 0.130 -0.057 0.106
H 4.81554 2.86940 0.46346 0.042 -0.086 -0.157
H 4.62079 3.70333 2.80162 0.019 -0.012 -0.031
H 2.52518 3.23912 4.08414 -0.072 -0.075 0.017
H 0.69829 1.96518 2.94706 0.037 0.051 0.073
H 4.90025 -2.89936 0.90586 -0.027 0.066 -0.039
H 3.77542 -4.71313 2.20135 -0.032 0.082 -0.041
H 1.27610 -4.74758 2.30811 0.013 0.099 -0.023
H 0.01411 -2.96261 1.09050 0.118 -0.125 -0.055
Cl -5.24134 -1.67779 0.68076 -0.297 -0.152 -0.029
C -4.37296 -0.41715 1.56382 0.442 0.406 0.314
Cl -2.71436 -0.25418 0.97591 -1.325 0.012 0.480
H -4.35013 -0.67754 2.62487 0.034 -0.057 -0.316
H -4.89326 0.53423 1.42899 0.149 -0.262 -0.113
N 2.08055 -1.11506 6.35698 0.161 -0.159 0.584
C 1.17657 -1.36877 5.68052 -2.184 -0.152 -2.930
N 0.09423 -1.67246 4.87027 1.198 0.997 -1.183
C 0.06303 -1.22547 3.55926 1.189 -0.636 4.122
N 0.03852 -0.85137 2.46459 -0.505 -0.028 -0.039
C -2.22329 4.09061 1.27004 -0.272 0.686 0.254
C -1.86372 3.66817 -0.15595 0.936 -1.988 0.621
C -3.12734 3.53441 -1.00834 -0.393 0.306 -0.177
C -0.89923 4.67598 -0.78468 0.159 0.418 -0.031
N -1.20140 2.36459 -0.10053 -0.579 0.307 -0.040
H -2.72347 5.06583 1.27581 -0.191 0.288 0.135
H -1.33056 4.17350 1.90123 -0.057 -0.159 -0.268
H -2.89985 3.36948 1.74369 0.144 -0.044 -0.202
H -3.65716 4.49141 -1.07706 -0.146 0.130 -0.015
H -3.82296 2.80156 -0.58255 0.214 0.011 0.011
H -2.89039 3.21386 -2.02971 -0.118 0.030 0.224
H -1.35616 5.67032 -0.84616 -0.058 0.102 0.005
H -0.61544 4.37941 -1.80143 0.001 0.301 0.325
H 0.02128 4.77114 -0.19672 -0.158 -0.188 -0.014
H -1.19484 -1.56003 -1.36387 0.164 -0.206 -0.205
```
Positions in Å, forces in eV/Å.

***

5.
Computed, not measured: a single C20H16ClF2NO3 molecule in a non-equilibrium geometry, with ωB97M-V with the def2-TZVPD basis set.

Results
E_HOMO   -8.55 eV
ΔE to the lowest compared entry with this formula, charge and spin   6.23 kcal/mol
DFT total energy   -46585.526 eV
SMILES   CCOc1cccc(Oc2ccc([C@H](O)c3cncc(F)c3Cl)cc2)c1F
Frontier orbital gap   8.84 eV

Structure (XYZ):
```
43
Properties=species:S:1:pos:R:3:forces:R:3
C 4.63056 -2.95010 1.18246 1.062 -0.528 0.333
C 4.26764 -2.35879 -0.13853 0.984 -0.517 -0.688
O 4.87410 -1.05001 -0.38958 -0.341 -2.946 -0.740
C 4.24922 -0.00370 0.14322 -0.621 0.107 -0.813
C 4.98597 0.74133 0.97596 2.206 -0.269 3.367
C 4.56083 1.88937 1.63149 2.732 -1.661 -0.867
C 3.40087 2.39202 1.26129 -3.086 -1.429 -3.085
C 2.58288 1.73768 0.27657 -0.048 -0.891 -0.989
O 1.48244 2.44127 -0.32528 1.824 -0.877 0.894
C 0.39211 1.71263 -0.70503 -3.273 0.393 -0.698
C -0.40249 2.14659 -1.83632 -0.378 -2.496 1.483
C -1.63477 1.50573 -2.22445 2.708 0.861 1.809
C -2.14355 0.51825 -1.43782 0.331 -1.304 0.948
C -3.48429 -0.14604 -1.81329 -0.869 3.655 3.261
O -4.37771 0.89965 -2.34025 0.884 -1.886 -2.461
C -4.25243 -0.49211 -0.52024 0.681 -0.655 -1.114
C -4.65634 -1.81791 -0.40741 0.189 0.466 1.006
N -5.37511 -2.28046 0.60511 -0.314 1.335 1.128
C -5.77517 -1.37042 1.53821 -0.379 1.442 -1.121
C -5.54520 0.05783 1.45636 0.889 -1.566 -1.624
F -6.14924 0.99815 2.23412 0.711 -1.416 -0.511
C -4.68305 0.47376 0.38978 -1.432 -0.925 1.587
Cl -4.40448 2.16890 0.24820 0.223 0.211 0.432
C -1.40358 0.15982 -0.29355 1.057 0.401 -0.004
C -0.20397 0.74198 0.12522 0.665 0.394 -0.516
C 3.00730 0.46003 -0.24122 -2.041 1.020 0.193
F 2.19309 -0.35656 -1.02901 1.238 1.473 0.705
H 4.11660 -2.48554 1.95006 -0.820 1.548 1.822
H 4.19713 -3.94907 1.28669 0.561 -0.280 -0.487
H 5.73175 -2.91538 1.43967 -1.226 -0.253 -0.599
H 3.22915 -2.40595 -0.37589 -1.075 0.739 0.449
H 4.60212 -3.10810 -0.84000 0.977 0.521 -0.929
H 5.86510 0.22328 1.42734 -0.361 0.604 -0.977
H 5.32958 2.36055 2.21020 -0.351 0.461 0.728
H 3.06998 3.27691 1.59744 -1.279 3.146 1.149
H -0.05568 2.92981 -2.41478 0.796 1.485 -1.080
H -2.20780 1.77639 -3.05550 -0.409 0.831 -1.253
H -3.31054 -0.99789 -2.43790 -0.597 -0.177 -0.758
H -4.58139 1.54756 -1.66724 0.300 0.049 0.158
H -4.32439 -2.51956 -1.15952 -0.113 -0.159 -0.042
H -6.50047 -1.74069 2.23549 0.004 -0.067 0.601
H -1.59876 -0.64295 0.35508 -1.352 -1.067 0.516
H 0.30200 0.43177 1.08284 -0.658 0.226 -1.211
```
Positions in Å, forces in eV/Å.

***

6.
Computed, not measured: a 2-piece molecular cluster, C3H8N2O overall in a non-equilibrium geometry, with ωB97M-V with the def2-TZVPD basis set.

Results
E_HOMO   -9.57 eV
ΔE to the lowest compared entry with this formula, charge and spin   47.99 kcal/mol
DFT total energy   -8267.245 eV
SMILES   CNC=O.C=N
Frontier orbital gap   10.35 eV

Structure (XYZ):
```
14
Properties=species:S:1:pos:R:3:forces:R:3
C -2.12398 0.99872 -0.25337 0.586 1.923 1.746
N -0.80491 0.68226 0.37237 -2.036 0.141 -0.039
C -0.81082 0.30334 1.70129 -0.351 -0.262 0.475
O -1.76112 0.30963 2.49467 1.291 0.366 -1.859
H -2.81927 0.22444 0.04268 -0.472 0.106 -0.233
H -2.06634 1.18248 -1.31701 0.336 -0.554 -0.259
H -2.42925 2.02242 0.15363 -0.018 -1.544 -0.270
H -0.16268 0.28571 -0.28805 0.793 -0.164 0.564
H 0.19169 -0.01341 2.03228 -0.048 -0.017 -0.097
C 2.52934 -1.58482 -1.02507 -2.327 0.096 -0.460
N 2.29722 -0.49893 -0.39637 1.274 -0.686 -0.072
H 1.83593 -2.45267 -0.87926 0.737 0.631 0.213
H 3.10090 -1.63142 -1.94602 0.865 -0.167 0.244
H 3.02328 0.17223 -0.69178 -0.630 0.131 0.047
```
Positions in Å, forces in eV/Å.

***

> Among the records above, which one has the highest DFT total energy?

C3H8N2O

***

> DFT total energy of number 6 (C3H8N2O)?

-8267.245 eV